The following is a DFT calculation (ωB97M-V/def2-TZVPD) of a cluster of 12 separate species, C69H201FN33O14P11 in total in a non-equilibrium geometry.

Properties
ΔE to the lowest compared entry with this formula, charge and spin ... 0.0000 eV
LUMO energy ... 0.14 eV
Orbital gap ... 0.3050 hartree
HOMO ... -0.29974 Eh
E_tot ... -257548.55227 eV
Spin multiplicity ... 1
SMILES string ... CN(C)P(=O)(N(C)C)N(C)C.CN(C)P(=O)(N(C)C)N(C)C.CN(C)P(=O)(N(C)C)N(C)C.CN(C)P(=O)(N(C)C)N(C)C.CN(C)P(=O)(N(C)C)N(C)C.CN(C)P(=O)(N(C)C)N(C)C.CN(C)P(=O)(N(C)C)N(C)C.CN(C)P(=O)(N(C)C)N(C)C.CN(C)P(=O)(N(C)C)N(C)C.CN(C)P(=O)(N(C)C)N(C)C.CN(C)P(=O)(N(C)C)N(C)C.O=C1OC[C@@H](F)O1

Each atom is followed by the atoms it is bonded to, with distances in Å.
Cartesian coordinates (Å):
1 P -1.448 -7.624 -10.051  O16 1.475, N40 1.775, N51 1.689, N57 1.671
2 P -2.137 -2.600 -16.641  O22 1.478, N29 1.705, N36 1.824, N52 1.721
3 P 8.385 -10.780 -22.844  O26 1.486, N28 1.758, N38 1.700, N45 1.641
4 P -2.171 -8.383 -23.244  O20 1.463, N30 1.719, N34 1.717, N48 1.743
5 P 5.482 -9.923 -9.532  O23 1.517, N37 1.693, N53 1.706, N54 1.722
6 P 4.331 -4.297 -15.763  O19 1.484, N35 1.742, N46 1.761, N59 1.741
7 P -1.448 -10.816 -17.006  O14 1.441, N31 1.734, N33 1.652, N41 1.682
8 P 2.240 -14.142 -25.896  O15 1.505, N39 1.823, N50 1.640, N55 1.697
9 P 11.851 -4.050 -19.603  O13 1.445, N47 1.748, N56 1.706, N58 1.744
10 P 6.623 -4.155 -24.406  O24 1.522, N32 1.682, N42 1.739, N44 1.707
11 P 5.490 -12.766 -17.154  O21 1.508, N27 1.711, N43 1.617, N49 1.776
12 F 2.948 -8.370 -19.789  C106 1.348
13 O 11.749 -3.615 -20.977  P9 1.445
14 O -2.082 -10.506 -15.750  P7 1.441
15 O 1.128 -13.172 -26.188  P8 1.505
16 O -0.780 -7.516 -8.740  P1 1.475
17 O 4.357 -8.056 -16.598  C85 1.409, C105 1.405
18 O 5.017 -8.289 -18.708  C85 1.316, C106 1.478
19 O 3.164 -4.728 -16.572  P6 1.484
20 O -3.272 -8.535 -22.294  P4 1.463
21 O 4.495 -11.634 -17.211  P11 1.508
22 O -1.839 -1.153 -16.703  P2 1.478
23 O 5.472 -9.482 -8.081  P5 1.517
24 O 5.225 -3.977 -24.982  P10 1.522
25 O 6.669 -7.902 -17.250  C85 1.252
26 O 7.257 -10.625 -23.800  P3 1.486
27 N 5.387 -13.683 -18.594  P11 1.711, C79 1.502, C83 1.506
28 N 8.426 -12.456 -22.314  P3 1.758, C100 1.486, C102 1.494
29 N -2.430 -3.273 -15.102  P2 1.705, C60 1.456, C116 1.521
30 N -2.533 -7.439 -24.635  P4 1.719, C66 1.461, C80 1.486
31 N 0.254 -11.149 -16.983  P7 1.734, C89 1.476, C108 1.449
32 N 7.274 -5.705 -24.380  P10 1.682, C67 1.452, C101 1.365
33 N -1.527 -9.551 -18.067  P7 1.652, C62 1.487, C110 1.494
34 N -0.767 -7.690 -22.540  P4 1.717, C71 1.469, C97 1.450
35 N 4.091 -2.784 -14.932  P6 1.742, C90 1.495, C123 1.511
36 N -3.665 -2.923 -17.583  P2 1.824, C103 1.488, C104 1.507
37 N 6.642 -9.157 -10.499  P5 1.693, C82 1.430, C92 1.410
38 N 8.225 -9.844 -21.434  P3 1.700, C119 1.537, C120 1.540
39 N 3.071 -13.775 -24.316  P8 1.823, C122 1.544, C124 1.505
40 N -0.390 -7.385 -11.456  P1 1.775, C73 1.472, C111 1.495
41 N -2.148 -12.131 -17.787  P7 1.682, C112 1.507, C127 1.431
42 N 7.811 -3.192 -25.234  P10 1.739, C74 1.474, C98 1.433
43 N 5.190 -13.819 -15.965  P11 1.617, C76 1.478, C113 1.534
44 N 6.620 -3.493 -22.832  P10 1.707, C95 1.536, C121 1.438
45 N 9.882 -10.686 -23.508  P3 1.641, C81 1.473, C126 1.501
46 N 5.745 -3.971 -16.761  P6 1.761, C86 1.481, C118 1.409
47 N 10.955 -5.505 -19.233  P9 1.748, C70 1.489, C117 1.478
48 N -1.636 -9.908 -23.896  P4 1.743, C64 1.470, C69 1.513
49 N 7.197 -12.298 -17.000  P11 1.776, C93 1.370, C109 1.505
50 N 3.440 -14.258 -27.007  P8 1.640, C96 1.547, C115 1.486
51 N -2.268 -9.081 -10.293  P1 1.689, C88 1.467, C107 1.491
52 N -0.875 -3.594 -17.257  P2 1.721, C65 1.473, C99 1.440
53 N 3.908 -9.546 -10.070  P5 1.706, C84 1.525, C128 1.498
54 N 5.686 -11.596 -9.881  P5 1.722, C77 1.500, C91 1.475
55 N 1.660 -15.720 -25.663  P8 1.697, C63 1.413, C72 1.465
56 N 13.438 -4.565 -19.245  P9 1.706, C78 1.501, C125 1.443
57 N -2.609 -6.440 -10.255  P1 1.671, C68 1.484, C75 1.472
58 N 11.456 -2.841 -18.410  P9 1.744, C87 1.495, C94 1.482
59 N 4.985 -5.300 -14.499  P6 1.741, C61 1.498, C114 1.526
60 C -1.591 -2.897 -13.972  N29 1.456, H133 1.090, H249 1.090, H325 1.090
61 C 6.330 -5.956 -14.455  N59 1.498, H138 1.090, H182 1.090, H242 1.090
62 C -1.188 -8.175 -17.616  N33 1.487, H136 1.090, H277 1.090, H310 1.090
63 C 1.739 -16.843 -26.517  N55 1.413, H152 1.090, H207 1.090, H259 1.090
64 C -1.562 -11.153 -23.119  N48 1.470, H132 1.090, H160 1.090, H248 1.090
65 C 0.035 -3.068 -18.288  N52 1.473, H210 1.090, H212 1.090, H217 1.090
66 C -2.715 -5.990 -24.611  N30 1.461, H169 1.090, H170 1.090, H317 1.090
67 C 6.351 -6.823 -24.310  N32 1.452, H200 1.090, H260 1.090, H320 1.090
68 C -2.451 -5.133 -9.570  N57 1.484, H228 1.090, H264 1.090, H274 1.090
69 C -1.234 -10.148 -25.335  N48 1.513, H230 1.090, H254 1.090, H300 1.090
70 C 9.995 -5.734 -18.118  N47 1.489, H174 1.090, H214 1.090, H237 1.090
71 C -1.001 -6.757 -21.429  N34 1.469, H178 1.090, H189 1.090, H244 1.090
72 C 0.684 -15.955 -24.596  N55 1.465, H192 1.090, H205 1.090, H284 1.090
73 C -0.351 -8.333 -12.581  N40 1.472, H140 1.090, H164 1.090, H251 1.090
74 C 8.992 -2.706 -24.499  N42 1.474, H191 1.090, H278 1.090, H289 1.090
75 C -3.578 -6.459 -11.363  N57 1.472, H305 1.090, H316 1.090, H321 1.090
76 C 5.230 -13.447 -14.536  N43 1.478, H145 1.090, H201 1.090, H312 1.090
77 C 4.475 -12.476 -9.986  N54 1.500, H211 1.090, H293 1.090, H314 1.090
78 C 13.744 -5.969 -18.813  N56 1.501, H208 1.090, H209 1.090, H246 1.090
79 C 6.430 -14.711 -18.928  N27 1.502, H238 1.090, H262 1.090, H265 1.090
80 C -3.672 -7.995 -25.411  N30 1.486, H216 1.090, H258 1.090, H279 1.090
81 C 11.026 -10.049 -22.833  N45 1.473, H276 1.090, H296 1.090, H309 1.090
82 C 6.771 -9.413 -11.900  N37 1.430, H235 1.090, H236 1.090, H322 1.090
83 C 4.099 -13.617 -19.373  N27 1.506, H224 1.090, H253 1.090, H292 1.090
84 C 2.799 -9.069 -9.139  N53 1.525, H171 1.090, H181 1.090, H298 1.090
85 C 5.453 -8.087 -17.484  O17 1.409, O18 1.316, O25 1.252
86 C 5.877 -4.644 -18.074  N46 1.481, H275 1.090, H304 1.090, H311 1.090
87 C 12.055 -2.947 -17.044  N58 1.495, H157 1.090, H250 1.090, H324 1.090
88 C -3.510 -9.352 -9.561  N51 1.467, H143 1.090, H155 1.090, H295 1.090
89 C 0.911 -11.730 -15.795  N31 1.476, H156 1.090, H199 1.090, H263 1.090
90 C 2.993 -1.923 -15.469  N35 1.495, H213 1.090, H243 1.090, H294 1.090
91 C 6.814 -12.375 -9.339  N54 1.475, H183 1.090, H282 1.090, H315 1.090
92 C 7.428 -8.168 -9.873  N37 1.410, H167 1.090, H229 1.090, H266 1.090
93 C 7.514 -11.179 -16.278  N49 1.370, H134 1.090, H142 1.090, H146 1.090
94 C 10.593 -1.681 -18.736  N58 1.482, H139 1.090, H272 1.090, H273 1.090
95 C 5.887 -4.377 -21.812  N44 1.536, H233 1.090, H240 1.090, H245 1.090
96 C 4.805 -14.922 -26.708  N50 1.547, H161 1.090, H175 1.090, H188 1.090
97 C 0.417 -7.312 -23.286  N34 1.450, H148 1.090, H256 1.090, H306 1.090
98 C 7.559 -2.552 -26.490  N42 1.433, H150 1.090, H239 1.090, H255 1.090
99 C -0.917 -5.025 -17.098  N52 1.440, H190 1.090, H202 1.090, H232 1.090
100 C 7.218 -13.266 -22.617  N28 1.486, H187 1.090, H206 1.090, H326 1.090
101 C 8.518 -6.163 -24.051  N32 1.365, H151 1.090, H198 1.090, H220 1.090
102 C 9.668 -13.194 -21.931  N28 1.494, H144 1.090, H196 1.090, H280 1.090
103 C -3.562 -3.324 -19.012  N36 1.488, H223 1.090, H285 1.090, H328 1.090
104 C -5.095 -2.639 -17.205  N36 1.507, H215 1.090, H247 1.090, H297 1.090
105 C 3.180 -8.185 -17.353  O17 1.405, C106 1.522, H270 1.090, H291 1.090
106 C 3.618 -8.767 -18.689  F12 1.348, O18 1.478, C105 1.522, H261 1.090
107 C -1.372 -10.243 -10.034  N51 1.491, H225 1.090, H226 1.090, H283 1.090
108 C 1.073 -11.188 -18.178  N31 1.449, H131 1.090, H194 1.090, H329 1.090
109 C 8.378 -13.230 -17.023  N49 1.505, H137 1.090, H271 1.090, H303 1.090
110 C -1.472 -9.738 -19.548  N33 1.494, H149 1.090, H221 1.090, H302 1.090
111 C 0.633 -6.300 -11.341  N40 1.495, H158 1.090, H267 1.090, H286 1.090
112 C -3.552 -12.105 -18.334  N41 1.507, H153 1.090, H166 1.090, H313 1.090
113 C 4.127 -14.904 -16.181  N43 1.534, H147 1.090, H218 1.090, H234 1.090
114 C 3.997 -5.900 -13.502  N59 1.526, H129 1.090, H179 1.090, H180 1.090
115 C 3.334 -13.746 -28.399  N50 1.486, H162 1.090, H163 1.090, H319 1.090
116 C -3.333 -4.468 -14.836  N29 1.521, H173 1.090, H177 1.090, H186 1.090
117 C 10.829 -6.549 -20.271  N47 1.478, H197 1.090, H227 1.090, H281 1.090
118 C 6.769 -3.072 -16.401  N46 1.409, H130 1.090, H165 1.090, H318 1.090
119 C 8.330 -10.485 -20.041  N38 1.537, H135 1.090, H176 1.090, H185 1.090
120 C 7.419 -8.534 -21.361  N38 1.540, H172 1.090, H290 1.090, H323 1.090
121 C 6.322 -2.107 -22.591  N44 1.438, H195 1.090, H203 1.090, H308 1.090
122 C 3.870 -14.848 -23.547  N39 1.544, H141 1.090, H257 1.090, H269 1.090
123 C 4.697 -2.526 -13.573  N35 1.511, H184 1.090, H287 1.090, H301 1.090
124 C 2.678 -12.772 -23.266  N39 1.505, H193 1.090, H231 1.090, H268 1.090
125 C 14.523 -3.662 -19.543  N56 1.443, H154 1.090, H219 1.090, H299 1.090
126 C 10.326 -11.393 -24.755  N45 1.501, H159 1.090, H168 1.090, H327 1.090
127 C -1.629 -13.452 -17.604  N41 1.431, H204 1.090, H241 1.090, H307 1.090
128 C 3.605 -9.306 -11.517  N53 1.498, H222 1.090, H252 1.090, H288 1.090
129 H 3.122 -5.269 -13.349  C114 1.090
130 H 6.807 -2.846 -15.336  C118 1.090
131 H 0.652 -11.747 -19.013  C108 1.090
132 H -0.541 -11.531 -23.068  C64 1.090
133 H -2.085 -2.353 -13.167  C60 1.090
134 H 7.844 -11.397 -15.262  C93 1.090
135 H 9.063 -11.289 -19.988  C119 1.090
136 H -2.139 -7.650 -17.527  C62 1.090
137 H 8.624 -13.568 -18.030  C109 1.090
138 H 6.984 -5.142 -14.141  C61 1.090
139 H 11.284 -0.900 -19.051  C94 1.090
140 H -0.293 -7.894 -13.577  C73 1.090
141 H 4.598 -14.283 -22.965  C122 1.090
142 H 6.742 -10.410 -16.248  C93 1.090
143 H -3.217 -9.411 -8.513  C88 1.090
144 H 9.912 -13.864 -22.756  C102 1.090
145 H 5.890 -14.028 -13.892  C76 1.090
146 H 8.149 -10.568 -16.921  C93 1.090
147 H 4.443 -15.835 -15.710  C113 1.090
148 H 0.584 -7.984 -24.128  C97 1.090
149 H -1.549 -10.771 -19.887  C110 1.090
150 H 7.440 -3.227 -27.338  C98 1.090
151 H 8.425 -6.615 -23.064  C101 1.090
152 H 2.210 -16.397 -27.392  C63 1.090
153 H -4.281 -11.604 -17.696  C112 1.090
154 H 15.197 -3.273 -18.779  C125 1.090
155 H -4.120 -10.156 -9.972  C88 1.090
156 H 1.808 -11.139 -15.615  C89 1.090
157 H 13.121 -2.718 -17.059  C87 1.090
158 H 0.460 -5.656 -10.479  C111 1.090
159 H 10.029 -10.791 -25.614  C126 1.090
160 H -2.110 -11.026 -22.185  C64 1.090
161 H 4.934 -15.992 -26.873  C96 1.090
162 H 2.695 -14.476 -28.895  C115 1.090
163 H 4.338 -13.672 -28.815  C115 1.090
164 H -1.220 -8.987 -12.657  C73 1.090
165 H 6.694 -2.183 -17.027  C118 1.090
166 H -3.889 -13.103 -18.614  C112 1.090
167 H 7.805 -8.660 -8.975  C92 1.090
168 H 9.782 -12.308 -24.993  C126 1.090
169 H -1.822 -5.587 -24.132  C66 1.090
170 H -2.666 -5.651 -25.645  C66 1.090
171 H 3.208 -8.481 -8.317  C84 1.090
172 H 7.046 -8.135 -22.304  C120 1.090
173 H -4.136 -4.352 -15.564  C116 1.090
174 H 10.063 -4.767 -17.620  C70 1.090
175 H 5.218 -14.619 -25.746  C96 1.090
176 H 8.491 -9.774 -19.230  C119 1.090
177 H -3.812 -4.377 -13.861  C116 1.090
178 H -1.788 -7.168 -20.796  C71 1.090
179 H 3.551 -6.805 -13.916  C114 1.090
180 H 4.584 -6.055 -12.597  C114 1.090
181 H 2.167 -8.324 -9.623  C84 1.090
182 H 6.481 -6.669 -13.644  C61 1.090
183 H 6.730 -12.747 -8.318  C91 1.090
184 H 5.781 -2.404 -13.581  C123 1.090
185 H 7.399 -10.978 -19.761  C119 1.090
186 H -2.954 -5.458 -15.090  C116 1.090
187 H 7.000 -13.468 -23.666  C100 1.090
188 H 5.592 -14.564 -27.371  C96 1.090
189 H -1.301 -5.796 -21.847  C71 1.090
190 H -1.916 -5.380 -17.350  C99 1.090
191 H 9.836 -3.371 -24.679  C74 1.090
192 H 0.859 -15.308 -23.736  C72 1.090
193 H 1.618 -13.021 -23.213  C124 1.090
194 H 1.152 -10.218 -18.668  C108 1.090
195 H 5.253 -1.981 -22.757  C121 1.090
196 H 10.613 -12.662 -21.817  C102 1.090
197 H 9.920 -6.214 -20.770  C117 1.090
198 H 9.136 -5.270 -23.961  C101 1.090
199 H 0.366 -11.657 -14.854  C89 1.090
200 H 5.703 -6.737 -23.438  C67 1.090
201 H 4.189 -13.264 -14.271  C76 1.090
202 H -0.648 -5.370 -16.099  C99 1.090
203 H 6.896 -1.591 -23.360  C121 1.090
204 H -1.545 -13.740 -16.555  C127 1.090
205 H -0.273 -15.525 -24.891  C72 1.090
206 H 7.159 -14.149 -21.981  C100 1.090
207 H 0.744 -17.112 -26.872  C63 1.090
208 H 12.983 -6.332 -18.123  C78 1.090
209 H 14.632 -5.890 -18.186  C78 1.090
210 H -0.003 -3.675 -19.193  C65 1.090
211 H 3.898 -12.675 -9.084  C77 1.090
212 H -0.337 -2.104 -18.633  C65 1.090
213 H 2.903 -1.038 -14.840  C90 1.090
214 H 8.982 -5.770 -18.518  C70 1.090
215 H -5.849 -3.210 -17.748  C104 1.090
216 H -3.819 -9.024 -25.083  C80 1.090
217 H 1.090 -3.036 -18.016  C65 1.090
218 H 3.069 -14.651 -16.120  C113 1.090
219 H 14.081 -2.695 -19.782  C125 1.090
220 H 9.012 -6.805 -24.780  C101 1.090
221 H -0.459 -9.623 -19.934  C110 1.090
222 H 3.974 -8.338 -11.857  C128 1.090
223 H -2.549 -3.293 -19.414  C103 1.090
224 H 4.197 -12.705 -19.962  C83 1.090
225 H -1.832 -11.112 -10.505  C107 1.090
226 H -1.302 -10.397 -8.957  C107 1.090
227 H 10.554 -7.546 -19.927  C117 1.090
228 H -1.826 -4.569 -10.263  C68 1.090
229 H 6.964 -7.221 -9.597  C92 1.090
230 H -1.643 -9.335 -25.933  C69 1.090
231 H 2.736 -11.700 -23.453  C124 1.090
232 H -0.248 -5.476 -17.830  C99 1.090
233 H 5.824 -3.848 -20.862  C95 1.090
234 H 4.272 -15.312 -17.181  C113 1.090
235 H 6.367 -8.602 -12.506  C82 1.090
236 H 6.446 -10.418 -12.167  C82 1.090
237 H 10.221 -6.538 -17.418  C70 1.090
238 H 5.910 -15.387 -19.606  C79 1.090
239 H 8.349 -1.814 -26.634  C98 1.090
240 H 6.381 -5.305 -21.523  C95 1.090
241 H -0.691 -13.434 -18.157  C127 1.090
242 H 6.718 -6.340 -15.398  C61 1.090
243 H 2.106 -2.513 -15.240  C90 1.090
244 H -0.149 -6.494 -20.803  C71 1.090
245 H 4.852 -4.523 -22.120  C95 1.090
246 H 14.054 -6.560 -19.675  C78 1.090
247 H -5.435 -1.634 -17.453  C104 1.090
248 H -2.186 -11.846 -23.683  C64 1.090
249 H -0.745 -2.249 -14.200  C60 1.090
250 H 11.719 -3.920 -16.688  C87 1.090
251 H 0.516 -8.984 -12.474  C73 1.090
252 H 4.183 -10.081 -12.020  C128 1.090
253 H 3.895 -14.465 -20.027  C83 1.090
254 H -0.187 -10.189 -25.638  C69 1.090
255 H 6.621 -2.005 -26.394  C98 1.090
256 H 1.348 -7.056 -22.780  C97 1.090
257 H 4.368 -15.487 -24.276  C122 1.090
258 H -4.617 -7.453 -25.385  C80 1.090
259 H 2.229 -17.729 -26.114  C63 1.090
260 H 5.878 -6.919 -25.287  C67 1.090
261 H 3.799 -9.841 -18.714  C106 1.090
262 H 7.330 -14.251 -19.337  C79 1.090
263 H 1.209 -12.769 -15.933  C89 1.090
264 H -3.305 -4.608 -9.143  C68 1.090
265 H 6.769 -15.321 -18.091  C79 1.090
266 H 8.289 -7.912 -10.490  C92 1.090
267 H 1.655 -6.678 -11.335  C111 1.090
268 H 3.100 -12.994 -22.285  C124 1.090
269 H 3.306 -15.441 -22.826  C122 1.090
270 H 2.410 -8.807 -16.896  C105 1.090
271 H 8.056 -14.075 -16.415  C109 1.090
272 H 10.042 -1.730 -19.675  C94 1.090
273 H 10.142 -1.276 -17.829  C94 1.090
274 H -1.712 -5.227 -8.774  C68 1.090
275 H 5.179 -5.453 -18.289  C86 1.090
276 H 11.836 -10.764 -22.692  C81 1.090
277 H -0.562 -7.652 -18.340  C62 1.090
278 H 9.252 -1.673 -24.728  C74 1.090
279 H -3.532 -8.145 -26.481  C80 1.090
280 H 9.633 -13.783 -21.014  C102 1.090
281 H 11.679 -6.581 -20.953  C117 1.090
282 H 7.678 -11.731 -9.505  C91 1.090
283 H -0.364 -10.077 -10.414  C107 1.090
284 H 0.794 -17.009 -24.338  C72 1.090
285 H -4.102 -2.687 -19.713  C103 1.090
286 H 0.461 -5.679 -12.220  C111 1.090
287 H 4.364 -3.315 -12.900  C123 1.090
288 H 2.544 -9.485 -11.691  C128 1.090
289 H 8.820 -2.768 -23.424  C74 1.090
290 H 7.919 -7.786 -20.746  C120 1.090
291 H 2.740 -7.188 -17.347  C105 1.090
292 H 3.296 -13.400 -18.668  C83 1.090
293 H 4.813 -13.430 -10.390  C77 1.090
294 H 2.975 -1.650 -16.525  C90 1.090
295 H -4.317 -8.620 -9.581  C88 1.090
296 H 10.699 -9.564 -21.913  C81 1.090
297 H -5.368 -2.856 -16.172  C104 1.090
298 H 2.266 -10.008 -8.990  C84 1.090
299 H 15.082 -3.948 -20.434  C125 1.090
300 H -1.742 -11.049 -25.679  C69 1.090
301 H 4.299 -1.544 -13.315  C123 1.090
302 H -2.261 -9.250 -20.120  C110 1.090
303 H 9.231 -12.879 -16.441  C109 1.090
304 H 5.754 -3.811 -18.766  C86 1.090
305 H -3.740 -5.437 -11.707  C75 1.090
306 H 0.235 -6.454 -23.934  C97 1.090
307 H -2.182 -14.262 -18.079  C127 1.090
308 H 6.612 -1.800 -21.586  C121 1.090
309 H 11.517 -9.312 -23.468  C81 1.090
310 H -0.819 -8.257 -16.594  C62 1.090
311 H 6.808 -5.208 -18.130  C86 1.090
312 H 5.508 -12.393 -14.523  C76 1.090
313 H -3.352 -11.614 -19.286  C112 1.090
314 H 3.817 -11.932 -10.664  C77 1.090
315 H 7.091 -13.127 -10.077  C91 1.090
316 H -4.550 -6.880 -11.108  C75 1.090
317 H -3.595 -5.635 -24.074  C66 1.090
318 H 7.710 -3.505 -16.741  C118 1.090
319 H 2.746 -12.831 -28.475  C115 1.090
320 H 6.782 -7.794 -24.066  C67 1.090
321 H -3.180 -7.035 -12.198  C75 1.090
322 H 7.828 -9.502 -12.153  C82 1.090
323 H 6.496 -8.782 -20.837  C120 1.090
324 H 11.576 -2.174 -16.443  C87 1.090
325 H -1.211 -3.830 -13.556  C60 1.090
326 H 6.371 -12.679 -22.262  C100 1.090
327 H 11.398 -11.591 -24.761  C126 1.090
328 H -3.884 -4.353 -19.175  C103 1.090
329 H 2.032 -11.689 -18.045  C108 1.090